No. 1
{
  "formula": "C48H42ClF9N3O6",
  "method": "the ωB97M-V functional and the def2-TZVPD basis",
  "max_force_ev_per_a": 5.55,
  "e_above_lowest_ev": 5.307,
  "charge": 1,
  "lumo_ev": -4.055,
  "spin_multiplicity": 1,
  "homo_ha": -0.4090,
  "species": ["N", "C", "C", "C", "C", "C", "N", "C", "C", "C", "C", "C", "O", "N", "C", "C", "C", "F", "F", "C", "F", "F", "C", "F", "F", "C", "F", "F", "F", "C", "C", "C", "C", "O", "Cl", "H", "H", "H", "H", "H", "H", "H", "H", "H", "H", "H", "H", "H", "H", "H", "H", "H", "H", "H", "H", "H", "H", "H", "H", "H", "H", "C", "C", "C", "C", "C", "C", "C", "O", "C", "C", "C", "C", "C", "C", "C", "O", "H", "H", "H", "H", "H", "H", "H", "H", "C", "C", "C", "C", "C", "C", "C", "O", "C", "C", "C", "C", "C", "C", "C", "O", "H", "H", "H", "H", "H", "H", "H", "H"],
  "coordinates": [[5.576710, 1.469534, 3.704090], [5.110212, 1.651987, 2.473706], [4.682679, 3.151105, 2.106398], [3.143446, 3.492776, 2.392968], [2.780622, 3.187945, 3.967956], [3.374070, 4.277222, 4.976479], [2.523439, 5.016695, 5.669432], [1.992617, 2.610066, 1.660548], [1.673273, 1.052829, 1.849125], [1.378805, 0.264627, 0.485271], [1.162212, -1.334742, 0.724293], [-0.273044, -1.467947, 1.482499], [-0.078050, -1.567328, 2.919109], [1.362749, 3.523282, 0.904945], [0.168687, 3.304943, 0.029131], [-1.075855, 2.750757, 0.868539], [-1.615041, 3.740494, 1.996086], [-1.896616, 4.991489, 1.332952], [-0.615096, 4.076987, 2.988149], [-2.871270, 3.183315, 2.832796], [-3.275597, 4.162143, 3.797940], [-2.397058, 2.074781, 3.623582], [-4.098228, 2.666271, 1.943305], [-3.829972, 1.414921, 1.291012], [-5.155458, 2.366531, 2.868261], [-4.715948, 3.767158, 0.938597], [-4.773149, 5.062003, 1.520519], [-4.117852, 3.776849, -0.338463], [-6.077755, 3.385605, 0.728709], [1.851338, 4.937442, 0.886821], [2.685858, 5.051961, 2.269621], [3.908489, 6.077922, 1.991855], [3.335976, 7.563906, 1.894635], [2.923702, 8.090199, 2.951023], [3.364729, 8.366132, 0.258582], [5.822629, 0.466968, 3.784622], [5.040767, 0.798297, 1.719025], [5.306125, 3.833386, 2.802303], [5.034738, 3.409287, 1.041775], [1.623014, 3.173847, 3.998501], [3.119204, 2.142555, 4.283358], [4.484159, 4.458960, 5.169352], [1.555915, 4.737853, 5.424171], [0.827639, 0.900694, 2.616976], [2.620454, 0.593885, 2.324326], [2.223141, 0.437433, -0.287486], [0.410603, 0.626290, -0.026789], [2.014849, -1.816029, 1.305567], [1.005179, -1.779699, -0.324450], [-0.886680, -0.508388, 1.287573], [-0.892220, -2.350053, 1.108044], [-0.396931, -0.759504, 3.379445], [-0.118142, 4.290413, -0.493162], [0.417926, 2.562810, -0.822256], [-0.911711, 1.720663, 1.344747], [-1.935949, 2.598634, 0.108011], [2.685783, 4.887439, 0.083641], [1.129997, 5.771419, 0.596753], [1.864847, 5.414465, 2.992641], [4.647588, 5.957865, 2.873000], [4.457995, 5.711254, 1.059212], [-1.979099, -9.743558, -1.984469], [-1.014616, -8.752483, -2.153144], [-0.944096, -7.689922, -1.259016], [-1.847269, -7.608893, -0.198526], [-2.828451, -8.588626, -0.044046], [-2.885369, -9.662937, -0.932997], [-3.823910, -8.488759, 1.047547], [-4.678743, -9.345612, 1.185393], [-3.769489, -7.326907, 1.963419], [-4.735479, -7.189053, 2.961301], [-4.684752, -6.107828, 3.834901], [-3.664623, -5.165857, 3.721345], [-2.703552, -5.296503, 2.725146], [-2.759850, -6.372811, 1.837590], [-1.752983, -6.483775, 0.758282], [-0.861276, -5.656612, 0.655044], [-2.027665, -10.577365, -2.677419], [-0.315745, -8.809709, -2.981436], [-0.187135, -6.923608, -1.392653], [-3.637891, -10.435267, -0.810050], [-5.531303, -7.920939, 3.057627], [-5.440016, -6.000022, 4.606804], [-3.621426, -4.326303, 4.407911], [-1.914175, -4.556130, 2.639606], [-3.176109, 0.867456, -5.019639], [-2.684915, 0.496006, -3.769894], [-1.336423, 0.194346, -3.613331], [-0.475846, 0.251659, -4.710664], [-0.972823, 0.599819, -5.966410], [-2.323300, 0.919066, -6.116761], [-0.080700, 0.616415, -7.148708], [-0.513313, 0.923888, -8.244508], [1.341923, 0.245119, -6.978394], [2.181442, 0.200272, -8.092184], [3.523001, -0.134776, -7.939823], [4.032891, -0.416973, -6.674398], [3.198602, -0.378824, -5.562775], [1.848622, -0.056987, -5.714021], [0.961447, -0.053879, -4.530363], [1.405401, -0.304953, -3.420263], [-4.226727, 1.111541, -5.139428], [-3.353948, 0.443543, -2.916635], [-0.958403, -0.089738, -2.635868], [-2.712968, 1.203738, -7.088906], [1.791792, 0.422019, -9.080737], [4.172744, -0.174098, -8.808150], [5.081219, -0.671304, -6.555436], [3.600761, -0.604477, -4.580233]],
  "forces_ev_per_a": [[-1.3055, -0.2645, -3.8298], [0.7029, 0.6654, 2.5044], [0.6139, -0.0953, -0.0340], [-0.9453, -0.6757, 2.9869], [0.5215, -0.5351, -0.0352], [-2.7735, 0.9710, 1.0356], [2.1902, -1.9440, -1.7831], [0.3441, 2.9724, -0.9750], [0.7449, 0.2644, -0.2645], [0.1222, -0.5002, -0.6530], [-1.6305, 1.2726, -0.3700], [0.3198, 0.5787, -0.1003], [-0.2707, 0.6106, -0.3292], [-1.0099, -1.5935, 0.2220], [-1.1433, -0.6928, -0.5161], [-0.7434, -0.1659, -0.0816], [1.2127, 1.4171, -0.3440], [0.1570, -2.5891, 1.6595], [-1.8791, -0.8829, -2.0849], [0.7005, 0.0735, 2.2963], [0.7363, -2.3602, -2.8587], [-0.9378, 2.2253, -2.1102], [-2.0021, -1.5188, 1.4699], [-0.1644, 3.3869, 1.2466], [2.6276, 0.8633, -2.0785], [-2.9584, 0.7184, -1.1911], [0.7429, -3.5642, -1.6883], [-0.9464, 0.2106, 3.3066], [3.5332, 0.9226, 0.3798], [3.2873, -0.1611, -0.2330], [-1.0243, 0.1204, -3.1446], [-0.1829, -0.9626, 0.4474], [-0.5006, 0.4435, 4.3638], [1.4697, -1.7045, -5.0688], [-0.1250, -0.7440, 1.4778], [-0.0311, 0.5296, 0.1747], [0.0145, 1.3068, 0.8035], [-1.0786, -1.2268, -1.0141], [-0.8099, -0.4870, 1.4174], [1.8310, 0.3627, 0.3520], [-0.2737, 1.4167, -0.5020], [-1.5313, -0.5676, -0.5412], [0.5297, 0.2112, 0.1710], [1.2703, 0.5477, -1.1708], [-1.5220, 0.8322, -0.6435], [-1.2097, -0.2024, 1.3621], [1.5636, -0.5126, 0.8762], [-1.2734, 0.5364, -0.8204], [0.6334, 0.5046, 1.6096], [0.8096, -1.4750, -0.0267], [1.0326, 1.0275, 0.6088], [0.1476, -0.9765, -0.6413], [0.5429, -1.5274, 1.0985], [-0.3492, 1.1227, 1.5426], [0.0079, 1.5867, -0.6836], [1.3215, 0.3593, 1.2825], [-1.5158, 0.4460, 0.8187], [0.5380, -1.6181, 0.7212], [1.9890, -0.7392, -0.4041], [-1.2719, 0.8317, -1.3283], [-0.8601, 0.8212, 1.1592], [-0.0765, 0.0952, 0.1591], [-0.0610, 0.1125, 0.1780], [0.0504, -0.1582, -0.2019], [0.0477, -0.2028, -0.2709], [0.2058, -0.1149, -0.3067], [0.1094, -0.0564, -0.1890], [-0.6917, -0.7496, 0.0801], [0.2423, 0.2666, -0.0296], [-0.0937, 0.3032, 0.3068], [-0.0539, 0.1637, 0.1890], [0.0760, -0.1283, -0.1687], [0.0904, -0.0872, -0.1779], [-0.1665, 0.0811, 0.1704], [-0.1740, 0.1393, 0.2897], [0.6565, 0.5708, -0.1000], [-0.2063, -0.0881, 0.0096], [-0.0045, 0.0875, 0.0855], [-0.0661, 0.0058, 0.0990], [-0.1504, -0.0455, 0.1679], [0.0363, 0.1988, 0.1132], [0.1946, 0.0046, -0.1393], [0.0823, -0.0317, -0.0868], [0.0072, -0.0928, -0.0708], [-0.0327, -0.1914, -0.1024], [0.1619, -0.0098, -0.0985], [0.2324, 0.0074, -0.0278], [-0.2861, 0.1087, 0.0211], [-0.3206, 0.0405, 0.0728], [-0.3499, 0.0230, 0.2786], [-0.1824, -0.0022, 0.1558], [-0.2955, 0.2408, -0.9896], [0.1027, -0.0814, 0.3703], [0.3825, -0.1063, -0.0809], [0.2223, -0.0414, -0.0480], [-0.2013, 0.0454, 0.0907], [-0.1730, 0.0319, 0.1006], [0.1817, -0.0197, -0.1553], [0.2702, -0.0360, -0.1330], [0.3632, -0.2137, 0.6571], [-0.0912, 0.1317, -0.0504], [0.1192, -0.0343, -0.0014], [0.0522, -0.0132, -0.0923], [0.1042, -0.0184, -0.1973], [0.2088, -0.0788, 0.0639], [-0.0972, 0.0104, 0.2153], [-0.0871, 0.0102, 0.0922], [-0.1209, 0.0218, -0.0086], [-0.2061, 0.0285, -0.0840]],
  "mulliken_charge": [-0.51, -0.46, -0.73, 1.59, -0.58, -0.40, -0.67, -0.64, 0.07, 0.28, -0.86, 0.21, -0.59, 0.22, -1.44, 0.16, 0.77, -0.37, -0.26, 0.54, -0.28, -0.29, 0.43, -0.20, -0.28, 0.67, -0.21, -0.20, -0.24, -0.78, -0.32, -0.63, 0.27, -0.45, -0.16, 0.28, 0.39, 0.35, 0.39, 0.25, 0.42, 0.44, 0.28, -0.24, 0.44, 0.32, -0.44, 0.40, 0.29, -0.24, 0.34, 0.33, 0.48, 0.29, -0.28, 0.65, 0.40, 0.41, 0.49, 0.36, 0.55, -0.46, -0.49, -0.51, 0.21, 0.15, -0.59, 0.58, -0.66, 0.41, -0.67, -0.43, -0.61, -0.60, 0.20, 0.53, -0.72, 0.40, 0.40, 0.45, 0.47, 0.47, 0.40, 0.42, 0.64, -0.50, -0.66, -0.52, 0.13, 0.34, -0.65, 0.52, -0.66, 0.20, -0.57, -0.49, -0.51, -0.48, 0.24, 0.49, -0.71, 0.41, 0.50, 0.69, 0.49, 0.47, 0.40, 0.41, 0.45]
}

=====

No. 2
{
  "formula": "C10H36N12O10",
  "method": "the ωB97M-V functional and the def2-TZVPD basis",
  "max_force_ev_per_a": 3.05,
  "e_above_lowest_ev": 0.632,
  "smiles": "NC(N)=O.NC(N)=O.NC(N)=O.NC(N)=O.NC(N)=O.NC(N)=O.OCCO.OCCO",
  "lumo_ev": 0.151,
  "spin_multiplicity": 1,
  "homo_ha": -0.3362,
  "species": ["N", "C", "N", "O", "H", "H", "H", "H", "N", "C", "N", "O", "H", "H", "H", "H", "N", "C", "N", "O", "H", "H", "H", "H", "N", "C", "N", "O", "H", "H", "H", "H", "N", "C", "N", "O", "H", "H", "H", "H", "N", "C", "N", "O", "H", "H", "H", "H", "O", "C", "C", "O", "H", "H", "H", "H", "H", "H", "O", "C", "C", "O", "H", "H", "H", "H", "H", "H"],
  "coordinates": [[1.600171, -4.511442, 4.660309], [1.518200, -3.241916, 4.303283], [1.612443, -2.863394, 3.009190], [1.362538, -2.399964, 5.156482], [1.900368, -5.300921, 4.125363], [1.439025, -4.611557, 5.657560], [2.014404, -1.924801, 2.889800], [2.134325, -3.449662, 2.413980], [0.449465, 4.058792, -1.882527], [1.396194, 3.234457, -2.338631], [1.176351, 2.757320, -3.613767], [2.379625, 2.921024, -1.705358], [-0.398820, 4.439147, -2.293959], [0.599643, 4.152330, -0.894168], [0.319519, 3.031154, -4.093298], [1.929989, 2.254100, -4.049154], [-4.269545, -0.112040, 0.965880], [-4.174906, 0.763011, -0.106728], [-3.975272, 0.276930, -1.318363], [-4.316988, 1.998374, 0.090548], [-4.733718, 0.314110, 1.819453], [-4.557745, -1.064572, 0.690222], [-4.254866, 0.901131, -2.065616], [-3.525450, -0.610135, -1.518894], [4.074489, 1.111751, 2.642392], [2.869037, 0.920439, 3.259385], [2.927253, 0.050479, 4.309333], [1.798584, 1.337908, 2.784514], [4.958695, 0.959735, 3.115606], [4.057222, 1.543741, 1.730990], [3.757561, -0.289183, 4.734632], [2.080782, -0.185207, 4.760594], [-2.423266, 3.139857, -1.757496], [-2.788482, 4.021137, -2.740159], [-4.054381, 4.544215, -2.673762], [-1.998358, 4.310610, -3.615279], [-1.472405, 2.781042, -1.758495], [-3.077902, 2.685347, -1.090054], [-4.188496, 5.105895, -3.493857], [-4.774485, 3.897611, -2.407067], [-0.986608, 0.840760, 1.315458], [-0.552234, 0.822065, -0.001505], [0.650976, 1.360140, -0.081940], [-1.164560, 0.328953, -0.963283], [-1.808971, 0.358892, 1.587727], [-0.458659, 1.226254, 2.083652], [1.171769, 1.382853, 0.784152], [1.188160, 1.410764, -0.922627], [-2.208312, -4.001123, 0.643899], [-1.358946, -2.920274, 0.134515], [-1.681870, -2.841902, -1.305552], [-3.026192, -2.567281, -1.574232], [-1.578039, -4.700534, 0.880395], [-1.681290, -2.016856, 0.611126], [-0.293452, -3.047262, 0.345112], [-1.384841, -3.806054, -1.748310], [-1.115592, -2.049588, -1.795647], [-3.504036, -3.308523, -1.157709], [2.501106, -2.630725, -0.689535], [2.466910, -1.206552, -1.010960], [3.010095, -1.086622, -2.401344], [4.346133, -1.508290, -2.420658], [3.395250, -2.949295, -0.760495], [1.400530, -0.816681, -0.939997], [3.067754, -0.590455, -0.363775], [2.919130, -0.068745, -2.831262], [2.453342, -1.813144, -3.015743], [4.861643, -0.747628, -2.104348]],
  "forces_ev_per_a": [[-0.2130, -1.9848, 1.0832], [0.4255, 1.5124, -0.0443], [0.5908, 1.0502, -1.3162], [-0.5025, 1.3082, 1.4216], [-0.0606, 0.0484, -0.2882], [0.1886, -0.3217, -0.4528], [-0.7542, -0.3682, 0.4315], [0.3040, -1.1275, -0.8913], [-0.0791, 0.6753, 1.7193], [-0.7269, -0.0876, -2.9567], [-0.4149, 0.2984, 0.3579], [1.1777, -0.5087, 0.9162], [0.4811, -0.4482, -0.5279], [-0.4260, 0.5390, 0.2552], [0.5837, -0.2721, 0.0012], [-0.2735, 0.1006, -0.1365], [-0.5875, -0.2143, 0.5787], [-0.7374, 2.1587, 1.7171], [-0.5001, -0.5222, -1.2952], [0.0120, -1.4123, -0.2662], [0.9031, -0.8698, -1.7652], [0.2217, 0.8821, 0.6134], [0.6312, -0.3060, 0.1635], [-0.1973, 0.0534, 0.1281], [0.2307, 0.3519, -0.1166], [-0.5402, -0.8248, -0.7375], [-0.2911, 0.8134, -0.3662], [1.1591, -0.3383, 0.5703], [-0.4676, 0.0469, -0.3252], [0.1205, 0.2039, 0.3214], [0.5529, -0.0462, -0.0163], [-0.8793, -0.2905, 0.4819], [-0.6467, -0.2240, 0.3958], [0.3137, -1.9570, 1.6905], [0.3872, 0.0954, -0.1070], [1.0091, 1.0861, -1.0422], [-0.5954, 0.0087, -0.3252], [0.3275, 0.8193, -0.3927], [-0.6092, 0.0141, -0.2024], [-0.2976, 0.1463, 0.1572], [-0.3325, -0.1268, -0.4250], [-1.1837, -1.1931, 0.6138], [1.6876, 0.7417, 0.3665], [0.2527, 0.4973, 0.9905], [-0.7376, -0.3419, -0.2305], [0.3250, 0.0329, -0.4132], [0.1918, 0.3897, -0.0555], [-0.0408, -0.0255, -0.3280], [1.3347, -0.0313, 0.3664], [-0.9676, -0.3460, 0.5186], [1.6620, 0.0277, -1.4029], [-0.9954, -0.6005, 0.5214], [-0.6282, 0.1146, -0.0182], [-0.1758, 0.5881, 0.4535], [-0.1266, -0.2664, -0.1325], [-0.1057, 0.1480, -0.1732], [0.1167, -0.0005, 0.0865], [-0.0602, 0.4749, -0.2287], [-1.0962, 1.2220, 0.7091], [-1.3759, -0.7268, -0.4228], [-1.0330, 0.1664, -0.8718], [1.1762, 0.3822, 0.1640], [0.6581, 0.1196, -0.2686], [1.2602, -0.9369, -0.0863], [0.3666, 0.0546, 0.7647], [-0.1726, -0.3942, 0.2681], [0.1457, 0.4464, -0.0160], [0.0344, -0.5045, -0.1824]],
  "mulliken_charge": [-0.39, 0.57, -0.27, -0.66, 0.18, 0.24, 0.08, 0.24, -0.36, 0.50, -0.33, -0.67, 0.25, 0.20, 0.19, 0.23, -0.45, 0.62, -0.21, -0.80, 0.26, 0.22, 0.21, 0.17, -0.40, 0.68, -0.38, -0.71, 0.17, 0.21, 0.11, 0.21, -0.04, 0.51, -0.46, -0.70, 0.13, 0.03, 0.29, 0.25, -0.24, 0.47, 0.31, -0.62, 0.20, 0.14, 0.01, -0.12, -0.59, 0.21, -0.34, -0.60, 0.35, -0.22, 0.29, 0.36, 0.17, 0.31, -0.57, 0.60, -0.44, -0.56, 0.32, -0.38, 0.13, 0.21, 0.32, 0.34]
}

=====

In order of appearance, orbital gap = 7.1; 9.3 eV.